No. 1
{"formula": "C14H24FeN2O10P", "method": "ωB97M-V/def2-TZVPD", "elements": ["Fe", "N", "C", "C", "C", "O", "O", "H", "H", "H", "H", "H", "H", "O", "C", "C", "O", "C", "C", "O", "C", "O", "O", "N", "H", "H", "H", "C", "C", "O", "P", "O", "C", "C", "O", "C", "C", "H", "H", "H", "H", "H", "H", "H", "H", "H", "H", "H", "H", "H", "H", "H"], "positions_angstrom": [[-0.005, -0.091, 0.049], [-0.203, 0.074, 2.045], [1.020, 0.610, 2.693], [2.198, -0.313, 2.445], [2.703, -0.262, 1.006], [3.874, -0.122, 0.758], [1.794, -0.454, 0.071], [-0.943, 0.770, 2.134], [-0.514, -0.770, 2.515], [0.848, 0.750, 3.762], [1.198, 1.586, 2.242], [1.902, -1.346, 2.665], [3.027, -0.067, 3.104], [0.425, 3.954, -4.278], [0.322, 3.141, -3.407], [0.523, 3.397, -1.896], [0.778, 4.457, -1.382], [0.284, 2.090, -1.278], [-0.014, 1.124, -2.220], [-0.286, -0.098, -1.803], [-0.089, 1.663, -3.568], [-0.442, 1.114, -4.586], [0.255, 1.776, -0.015], [-0.147, -2.132, -0.180], [-1.054, -2.509, -0.428], [0.253, -2.693, 0.564], [0.461, -2.224, -0.991], [-4.059, -2.900, 1.117], [-3.801, -1.493, 1.602], [-3.954, -0.564, 0.521], [-2.645, 0.247, -0.008], [-2.638, 1.596, 0.845], [-3.661, 2.622, 0.790], [-4.416, 2.660, 2.097], [-3.165, 0.754, -1.417], [-3.215, -0.165, -2.545], [-4.650, -0.514, -2.855], [-3.984, -3.609, 1.943], [-3.338, -3.186, 0.349], [-5.057, -2.976, 0.686], [-2.796, -1.406, 2.032], [-4.510, -1.200, 2.376], [-4.321, 2.426, -0.054], [-3.130, 3.554, 0.602], [-4.939, 1.719, 2.270], [-5.156, 3.462, 2.075], [-3.738, 2.847, 2.930], [-2.615, -1.048, -2.315], [-2.721, 0.348, -3.368], [-5.142, -0.948, -1.984], [-4.683, -1.236, -3.671], [-5.205, 0.372, -3.161]], "homo_energy_ev": [-7.85, -7.96], "s2": 0.790, "total_charge": 0, "spin_multiplicity": 2}

No. 2
{"formula": "C10H16N2", "method": "ωB97M-V/def2-TZVPD", "elements": ["C", "C", "C", "C", "C", "C", "C", "C", "C", "C", "N", "N", "H", "H", "H", "H", "H", "H", "H", "H", "H", "H", "H", "H", "H", "H", "H", "H"], "positions_angstrom": [[-3.832, -0.509, -0.171], [-3.635, 0.336, 0.943], [-2.737, -0.383, -0.973], [-2.422, 0.893, 0.741], [2.291, 2.139, -0.094], [3.057, 0.932, 0.274], [1.834, 0.823, -0.658], [1.377, -2.170, 0.766], [0.623, -1.384, -0.301], [0.670, 0.126, -0.109], [-1.817, 0.440, -0.358], [-0.594, 0.808, -0.783], [-4.581, -1.173, -0.333], [-4.247, 0.686, 1.688], [-2.461, -1.054, -1.702], [-1.829, 1.459, 1.462], [1.674, 2.542, 0.644], [2.492, 2.779, -0.920], [3.961, 0.836, -0.141], [2.771, 0.527, 1.163], [2.110, 0.650, -1.650], [0.978, -2.015, 1.824], [1.095, -3.182, 0.376], [2.458, -1.886, 0.755], [1.055, -1.813, -1.251], [-0.355, -1.819, -0.336], [0.506, 0.268, 0.898], [-0.444, 1.145, -1.755]], "homo_energy_ev": -8.16, "total_charge": 0}

No. 3
{"formula": "C29H43Cl2F5N3O4SiTl", "method": "ωB97M-V/def2-TZVPD", "elements": ["C", "C", "H", "H", "H", "C", "C", "H", "H", "H", "H", "Tl", "Cl", "C", "O", "N", "C", "C", "H", "H", "H", "H", "H", "H", "H", "H", "H", "C", "C", "N", "H", "C", "O", "H", "H", "H", "H", "H", "H", "C", "C", "N", "H", "C", "O", "H", "H", "H", "H", "O", "C", "C", "C", "H", "C", "H", "C", "H", "C", "C", "H", "H", "H", "Si", "Cl", "C", "C", "C", "H", "H", "H", "H", "H", "H", "H", "H", "H", "F", "C", "C", "C", "F", "C", "F", "C", "F", "C", "F"], "positions_angstrom": [[2.913, -2.499, -3.303], [2.359, -1.771, -4.486], [2.901, -3.580, -3.480], [2.339, -2.275, -2.397], [3.956, -2.195, -3.127], [2.333, -2.285, -5.729], [2.885, -3.617, -6.120], [1.920, -1.707, -6.561], [2.617, -4.424, -5.422], [3.984, -3.601, -6.218], [2.473, -3.885, -7.104], [0.643, -0.375, 2.309], [2.046, -1.551, 0.545], [-0.373, 2.474, 0.994], [-0.753, 1.353, 1.418], [-1.211, 3.344, 0.417], [-2.634, 3.050, 0.296], [-0.669, 4.482, -0.317], [0.684, 2.798, 1.047], [-2.965, 2.515, 1.193], [-2.848, 2.436, -0.592], [-3.159, 4.003, 0.197], [0.270, 4.784, 0.169], [-1.388, 5.305, -0.293], [-0.446, 4.223, -1.363], [-3.675, 1.903, 6.486], [-2.076, 1.785, 8.599], [-3.535, 0.814, 6.433], [-2.012, 0.705, 8.375], [-2.240, 0.444, 6.964], [-3.600, 0.471, 5.399], [-1.221, 0.150, 6.111], [-1.289, 0.301, 4.888], [-1.014, 0.339, 8.663], [-0.323, -0.267, 6.618], [-4.312, 0.352, 7.053], [-2.783, 0.207, 8.985], [0.313, -5.142, 2.661], [0.062, -3.453, 0.336], [-0.787, -5.164, 2.593], [-0.912, -3.961, 0.449], [-1.300, -4.035, 1.838], [-1.205, -5.157, 3.606], [-1.865, -2.948, 2.423], [-2.122, -1.885, 1.844], [-1.676, -3.408, -0.109], [-2.052, -3.087, 3.502], [-1.077, -6.089, 2.073], [-0.832, -4.986, 0.068], [0.681, -0.675, -3.264], [1.739, -0.412, -4.178], [0.154, -0.053, -6.132], [1.285, 0.353, -5.415], [-0.449, -0.879, -5.750], [-0.170, 0.580, -7.336], [2.505, 0.176, -3.648], [2.066, 1.425, -5.873], [-1.065, 0.275, -7.874], [0.657, 1.591, -7.837], [1.763, 2.025, -7.097], [2.915, 1.753, -5.261], [0.436, 2.047, -8.798], [2.395, 2.833, -7.473], [-0.676, -0.009, -2.575], [0.474, -2.295, 3.981], [-2.176, -0.757, -3.389], [-0.620, 1.840, -2.769], [-0.603, -0.586, -0.828], [-2.206, -0.507, -4.460], [-3.097, -0.375, -2.920], [-2.167, -1.855, -3.292], [-0.237, -1.616, -0.786], [-1.536, -0.518, -0.261], [0.160, 0.032, -0.339], [-0.506, 2.106, -3.831], [0.244, 2.257, -2.230], [-1.536, 2.334, -2.405], [3.567, -0.001, 3.726], [2.782, 1.012, 4.195], [1.521, 1.245, 3.667], [0.778, 2.288, 4.188], [-0.476, 2.590, 3.787], [1.268, 3.089, 5.230], [0.513, 4.100, 5.698], [2.516, 2.826, 5.775], [2.981, 3.573, 6.797], [3.282, 1.784, 5.259], [4.493, 1.518, 5.791]], "homo_energy_ev": -8.73, "total_charge": 0}

No. 4
{"formula": "InNO3", "method": "ωB97M-V/def2-TZVPD", "elements": ["In", "N", "O", "O", "O"], "positions_angstrom": [[2.460, -0.369, -1.901], [-0.621, 0.085, 0.481], [-0.174, -0.905, 1.001], [-1.751, 0.441, 0.701], [0.086, 0.748, -0.282]], "homo_energy_ev": -21.81, "total_charge": 2}

Calculated energy, -3014.9296; -500.0042; -3477.7866; -469.4988 hartree (same order as the records).
Calculated relative energy (zero: lowest compared OMol25 entry of this formula, charge and spin), 27.4; 303.4; 0.0; 98.3 kJ/mol (same order as the records).